ORCA calculation (wB97M-V/def2-TZVPD) on a 2-piece molecular cluster, C4H9OP overall.

Each line ends with the Löwdin charge.
Positions of all 15 atoms, in Å:
P  3.12399  -0.76376  -0.43418  0.62
O  -0.63332  0.73067  0.95431  0.06
C  -0.64571  -0.78577  -0.87502  -0.06
C  -1.17215  0.31791  -0.04549  -0.53
C  2.92430  -0.32329  1.35882  -0.52
C  -2.44385  0.96886  -0.56541  -0.03
H  -2.40981  1.99887  -0.11514  0.10
H  3.13774  0.75406  1.29862  0.01
H  -2.52320  1.01012  -1.63223  0.06
H  1.92528  -0.36949  1.69083  -0.02
H  -3.36460  0.49637  -0.10813  0.10
H  -0.42925  -0.61818  -1.97285  0.11
H  -1.43459  -1.54924  -1.09600  0.10
H  0.26390  -1.17124  -0.42896  0.01
H  3.68126  -0.69590  1.97083  -0.02

Forces on atoms 1 to 2 (eV/Å):
P -0.0408 -0.1730 0.5294
O 0.1283 -0.3766 0.0050

**Strongest force on any atom**: 3.08 eV Å⁻¹
**HOMO-LUMO gap (alpha / beta)**: 7.21 / 7.14 eV
**Electronic energy**: -15627.0026 eV
**ΔE to the lowest compared entry with this formula, charge and spin**: 2.632 eV